Entry 1:
125
Properties=species:S:1:pos:R:3:mulliken_charge:R:1 method="wB97M-V/def2-TZVPD" total_charge=0 orbital_gap_ha="0.22571 / 0.20304" spin_multiplicity=2 homo_energy_ev="-6.3 / -6.3" e_above_lowest_ev=0.000
Yb -0.356 -0.100 0.236 1.227
C -3.333 1.987 0.748 -0.436
C -3.668 0.606 1.342 0.046
C -4.952 0.323 1.905 -0.819
C -5.289 -0.929 2.417 -0.841
C -4.332 -1.938 2.248 -0.617
C -3.134 -1.636 1.577 -0.266
N -2.817 -0.384 1.172 0.807
C -2.243 -2.705 1.169 0.986
C -2.780 -3.901 0.715 -0.798
C -1.979 -4.986 0.433 -1.243
C -0.605 -4.797 0.489 -0.600
C -0.106 -3.509 0.838 0.242
N -0.905 -2.461 1.143 -0.178
C 1.323 -3.285 0.830 1.117
C 2.138 -4.135 0.042 -0.576
C 3.523 -4.107 0.232 -0.967
C 4.035 -3.224 1.131 -0.369
C 3.200 -2.336 1.790 0.618
C 3.799 -1.417 2.803 -0.911
N 1.863 -2.330 1.620 -0.145
H -3.382 2.746 1.542 0.317
H -4.014 2.147 -0.093 0.248
H -2.269 1.996 0.360 -0.266
H -5.728 1.073 2.016 0.525
H -6.289 -1.186 2.764 0.462
H -4.586 -2.946 2.582 0.614
H -3.843 -3.906 0.628 0.607
H -2.420 -5.943 0.188 0.429
H 0.134 -5.570 0.194 0.453
H 1.691 -4.798 -0.723 0.221
H 4.223 -4.825 -0.251 0.344
H 5.092 -3.278 1.427 0.393
H 4.888 -1.295 2.626 0.098
H 3.641 -1.782 3.808 0.259
H 3.273 -0.440 2.785 0.154
O -0.239 2.011 1.574 -0.406
H 0.003 1.613 2.501 0.412
H -0.202 2.970 1.676 0.218
O -1.074 1.567 -1.356 -0.447
H -1.087 0.887 -2.104 0.139
H -0.522 2.319 -1.662 0.197
S 1.925 -0.464 5.600 -0.483
C 0.750 0.133 4.662 0.331
N 0.046 0.631 3.807 -0.912
O -0.534 -2.623 -3.368 -0.765
S -0.614 -1.387 -2.572 1.019
O -0.555 -0.150 -3.358 -0.854
O 0.453 -1.403 -1.535 -0.077
O -1.959 -1.326 -1.789 -0.631
C -1.179 3.837 5.421 -1.097
Te -2.153 1.939 4.927 0.191
C -3.843 2.781 5.927 -1.078
C -3.400 4.040 6.668 0.364
C -4.220 4.745 7.572 -0.607
C -3.808 5.984 8.061 -0.426
C -2.564 6.511 7.767 -0.428
C -1.687 5.827 6.961 -0.541
C -2.127 4.636 6.322 0.611
H -0.922 4.335 4.455 0.413
H -0.221 3.601 5.950 0.428
H -4.395 2.037 6.496 0.478
H -4.533 3.047 5.109 0.341
H -5.165 4.310 7.944 0.344
H -4.409 6.549 8.783 0.327
H -2.305 7.493 8.212 0.323
H -0.630 6.147 6.812 0.354
Cl 2.071 -3.330 -5.994 -0.233
C 2.990 -2.212 -5.108 0.513
C 3.101 -2.407 -3.725 -0.565
C 4.005 -1.593 -3.064 -0.573
C 4.706 -0.562 -3.705 0.043
C 5.492 0.356 -2.858 -0.458
C 4.731 1.601 -2.392 -1.090
N 3.730 1.427 -1.326 0.669
C 3.652 2.366 -0.293 -0.712
C 2.585 1.983 0.456 -1.084
N 1.957 0.900 -0.109 0.508
C 2.623 0.630 -1.215 -0.844
O 6.024 -0.344 -1.697 0.003
C 7.477 -0.208 -1.541 -1.089
C 7.847 -0.158 -0.080 0.233
C 8.074 0.968 0.717 0.667
Cl 8.214 2.554 0.136 -0.221
S 8.222 0.650 2.434 -0.173
C 8.119 -1.051 2.109 -0.530
C 7.960 -1.341 0.764 -0.732
C 4.604 -0.403 -5.089 0.779
Cl 5.330 0.831 -6.003 -0.223
C 3.682 -1.201 -5.784 -0.810
H 2.525 -3.182 -3.218 0.354
H 4.186 -1.674 -1.974 0.539
H 6.305 0.824 -3.442 0.669
H 4.231 2.021 -3.259 0.251
H 5.492 2.310 -2.069 0.481
H 4.374 3.128 -0.101 0.450
H 2.206 2.414 1.371 0.632
H 2.419 -0.182 -1.912 0.567
H 7.874 0.699 -2.053 0.424
H 7.910 -1.104 -2.009 0.371
H 8.170 -1.803 2.882 0.448
H 7.900 -2.347 0.360 0.399
H 3.592 -1.034 -6.858 0.399
C -5.655 -1.669 -4.983 -0.965
N -6.059 -1.105 -3.714 0.114
C -6.283 0.340 -3.854 -0.892
N -5.190 1.125 -4.454 0.096
C -4.848 0.422 -5.748 -0.826
N -4.486 -1.006 -5.647 0.087
C -3.246 -1.237 -4.851 -1.202
P -3.532 -0.607 -3.172 2.310
C -5.099 -1.460 -2.668 -0.706
C -4.047 1.135 -3.590 -1.134
H -6.491 -1.476 -5.661 0.364
H -5.445 -2.702 -4.875 0.433
H -6.559 0.799 -2.866 0.369
H -7.170 0.468 -4.511 0.294
H -4.032 0.985 -6.240 0.384
H -5.711 0.578 -6.405 0.301
H -2.436 -0.712 -5.366 0.317
H -2.952 -2.272 -4.857 0.425
H -5.432 -1.140 -1.653 0.275
H -4.960 -2.552 -2.667 0.341
H -3.116 1.534 -4.102 0.337
H -4.252 1.699 -2.666 0.343

***

Entry 2:
148
Properties=species:S:1:pos:R:3:mulliken_charge:R:1 method="wB97M-V/def2-TZVPD" total_charge=+3 orbital_gap_ha=0.26376 homo_energy_ev=-15.2
Ca -3.691 -2.491 0.243 2.212
Hf 2.688 2.867 -1.247 2.279
O 4.111 3.226 -4.926 -0.430
C 3.669 3.201 -3.701 0.654
O 4.273 3.596 -2.630 -0.767
O 2.593 2.535 -3.449 -0.765
H 3.483 2.639 -5.410 0.385
C 0.531 -0.814 -0.468 -1.203
C -0.859 -1.106 -0.261 -0.210
C -1.812 0.208 -0.375 0.392
O -2.996 -0.015 -0.199 -0.716
C -1.256 1.516 -0.656 -0.669
C 0.056 1.641 -0.802 0.410
C 0.951 0.545 -0.591 0.459
O 2.111 1.000 -0.498 -0.809
O 0.669 2.791 -1.028 -0.165
O -1.391 -2.169 -0.135 0.516
H 1.261 -1.688 -0.215 0.108
H -1.765 2.450 -0.782 0.658
C 5.325 -3.689 -1.759 -0.684
C 4.347 -3.941 -2.839 -0.132
O 3.750 -2.755 -3.280 -0.432
H 4.813 -3.142 -0.939 -0.207
H 6.240 -3.140 -2.014 0.340
H 5.562 -4.669 -1.331 0.359
H 3.614 -4.633 -2.451 0.119
H 4.733 -4.338 -3.767 0.436
H 3.349 -2.902 -4.140 0.255
C -1.034 -4.414 -4.376 -1.228
C -0.535 -5.191 -3.135 -0.215
O -0.073 -4.276 -2.211 -0.029
H -1.367 -5.144 -5.054 0.464
H -0.238 -3.830 -4.817 0.331
H -1.881 -3.727 -4.305 0.204
H 0.239 -5.855 -3.461 0.456
H -1.308 -5.880 -2.733 0.227
H -0.729 -3.618 -2.031 -0.138
C -2.667 6.300 0.223 -1.114
C -1.598 7.012 1.002 -0.171
O -0.403 6.190 1.075 -0.232
H -2.239 6.110 -0.734 0.303
H -3.574 6.855 0.322 0.424
H -2.822 5.280 0.606 0.224
H -1.904 7.184 2.037 0.359
H -1.246 7.912 0.494 0.207
H -0.418 5.561 0.389 -0.159
C -0.333 1.441 4.092 -1.729
C 0.395 1.979 2.864 1.130
C 0.225 3.506 2.605 0.118
O 1.271 4.363 2.948 -0.102
C 1.015 4.898 4.239 -1.006
N 1.824 1.538 2.947 -0.545
H 0.009 1.992 4.976 0.347
H -0.143 0.377 4.306 0.418
H -1.401 1.630 3.973 0.432
H -0.036 1.449 2.024 -0.998
H -0.763 3.792 3.100 1.039
H 0.051 3.599 1.498 -0.824
H 1.675 5.769 4.394 0.291
H 1.324 4.210 5.030 0.340
H -0.023 5.187 4.282 0.363
H 2.278 2.078 3.745 0.260
H 1.860 0.596 3.297 0.338
C 1.601 7.469 -0.865 -1.646
C 1.424 6.135 -1.562 0.831
C 1.688 6.374 -2.990 -1.006
O 1.377 5.303 -3.826 -0.246
C 0.001 4.832 -3.869 -0.514
N 2.340 5.105 -0.924 -0.323
H 2.427 8.063 -1.208 0.412
H 1.603 7.383 0.234 0.306
H 0.725 8.063 -1.142 0.390
H 0.360 5.807 -1.402 -0.149
H 2.739 6.527 -3.245 0.287
H 1.167 7.277 -3.310 0.416
H 0.040 4.085 -4.640 0.259
H -0.703 5.656 -4.031 0.357
H -0.305 4.217 -2.995 0.020
H 2.124 5.262 0.034 0.242
H 3.234 5.527 -1.232 0.524
C -3.775 -4.885 4.303 -1.489
C -4.190 -3.957 3.153 0.291
C -4.312 -2.472 3.487 -0.956
O -4.795 -1.836 2.213 -0.373
C -5.502 -0.572 2.416 -0.811
N -3.295 -4.128 1.910 -0.008
H -3.964 -5.915 3.971 0.388
H -4.301 -4.606 5.213 0.441
H -2.722 -4.887 4.645 0.275
H -5.144 -4.298 2.900 0.406
H -3.340 -2.049 3.752 0.308
H -5.101 -2.418 4.244 0.506
H -5.816 -0.220 1.448 0.283
H -4.914 0.203 2.930 0.273
H -6.365 -0.750 3.042 0.383
H -3.452 -5.120 1.608 0.230
H -2.291 -4.116 2.105 0.051
C -0.353 -6.160 1.011 -1.395
C 0.462 -5.281 1.874 0.290
C 1.856 -4.963 1.175 -0.759
O 2.450 -3.992 1.986 -0.358
C 3.678 -3.432 1.556 -0.269
N -0.270 -4.064 2.231 -0.324
H -0.889 -5.640 0.179 0.101
H -1.093 -6.799 1.545 0.272
H 0.344 -6.858 0.549 0.523
H 0.694 -5.799 2.818 0.492
H 1.546 -4.547 0.200 0.171
H 2.441 -5.831 0.924 0.582
H 4.333 -4.273 1.330 0.360
H 4.106 -2.824 2.383 0.238
H 3.461 -2.809 0.686 -0.146
H 0.123 -3.706 3.063 0.243
H -0.140 -3.417 1.458 -0.240
C -4.768 -5.483 -3.524 -1.428
C -4.390 -4.244 -2.679 0.728
C -5.661 -3.423 -2.501 -1.236
O -5.406 -2.388 -1.547 -0.464
C -6.511 -1.515 -1.227 -0.745
N -3.767 -4.558 -1.365 -0.291
H -3.810 -5.772 -3.922 0.325
H -5.500 -5.187 -4.244 0.467
H -5.220 -6.208 -2.865 0.393
H -3.726 -3.525 -3.202 -0.027
H -6.502 -3.972 -2.099 0.527
H -6.001 -3.086 -3.467 0.460
H -7.452 -2.055 -0.986 0.324
H -6.644 -0.900 -2.098 0.342
H -6.176 -0.915 -0.358 0.077
H -4.313 -5.321 -0.908 0.269
H -2.906 -5.100 -1.505 -0.096
C 4.964 3.850 2.450 -1.352
C 4.566 3.430 1.020 0.257
C 5.037 2.045 0.717 -1.016
O 4.379 1.726 -0.586 0.036
C 4.826 0.461 -1.102 -0.972
N 3.062 3.346 0.918 1.010
H 5.886 4.434 2.515 0.409
H 4.942 2.994 3.104 0.350
H 4.143 4.528 2.756 0.272
H 4.910 4.155 0.278 0.558
H 4.626 1.312 1.429 0.370
H 6.096 1.894 0.709 0.610
H 5.813 0.585 -1.513 0.375
H 4.173 0.249 -1.950 0.415
H 4.805 -0.358 -0.335 0.251
H 2.738 2.523 1.562 -0.577
H 2.684 4.219 1.229 0.063